Entry 1:
111
Properties=species:S:1:pos:R:3:forces:R:3:mulliken_charge:R:1 method="wB97M-V/def2-TZVPD" total_energy_ev=-87196.36514 relative_energy_kj_mol=347.2 smiles="CCOC(=O)C(F)(F)F.CCOC(=O)C(F)(F)F.CCOC(=O)C(F)(F)F.COCCOCCOC.COCCOCCOC.COCCOCCOC" max_force_ev_per_a=5.08 e_lumo_ha=0.0137
C -2.634 -1.127 6.618 0.67 -0.67 -0.68 -0.82
O -2.935 -0.380 5.438 0.20 0.50 1.23 -0.28
C -4.200 -0.674 4.939 -0.77 -0.47 -0.59 -0.90
C -4.262 -0.703 3.429 0.42 -1.17 -0.12 -0.39
O -3.568 -1.800 2.800 -1.53 1.49 -0.20 -0.34
C -2.200 -1.876 3.040 -0.16 -1.97 0.41 -0.47
C -1.577 -2.780 1.976 0.73 0.72 0.84 -0.19
O -1.829 -4.153 2.203 -0.90 0.47 0.83 -0.42
C -1.262 -4.988 1.239 0.31 0.28 0.20 -0.60
H -3.303 -1.043 7.474 -0.38 0.44 -0.24 0.31
H -1.621 -0.918 6.961 -0.07 0.48 -0.20 0.24
H -2.603 -2.170 6.304 -0.17 -0.37 0.25 0.36
H -5.012 0.001 5.209 0.25 0.81 0.51 0.47
H -4.585 -1.618 5.323 0.32 -0.51 -0.05 0.43
H -3.938 0.233 2.975 -0.01 0.22 0.06 0.34
H -5.320 -0.889 3.246 -0.01 0.18 -0.49 0.41
H -2.142 -2.393 3.997 0.72 -0.28 0.23 0.08
H -1.646 -0.953 3.211 -0.27 0.43 -0.66 0.49
H -0.523 -2.543 2.123 0.61 -0.44 -0.40 0.28
H -1.831 -2.469 0.962 -0.26 -0.01 -0.11 0.26
H -0.181 -4.878 1.323 0.34 -0.02 -0.61 0.21
H -1.654 -4.703 0.263 0.31 -0.21 -0.35 0.28
H -1.482 -6.034 1.457 -0.34 0.14 0.09 0.27
C 2.300 0.630 3.275 0.16 0.22 -0.45 -0.41
O 2.602 1.819 2.579 0.86 0.81 -0.54 -0.43
C 1.675 2.295 1.600 1.68 0.68 -0.61 -0.14
C 2.340 3.362 0.573 0.07 -1.41 0.58 -0.79
O 3.366 2.797 -0.285 -0.81 -0.12 -0.14 -0.09
C 4.086 3.694 -1.158 0.16 0.93 1.04 -0.94
C 4.788 2.971 -2.306 -0.67 0.39 2.14 -0.33
O 3.749 2.781 -3.197 0.63 -1.30 -2.67 -0.24
C 4.187 2.041 -4.400 -0.67 -0.07 1.34 -0.85
H 1.239 0.650 3.522 -0.04 -0.60 0.21 0.27
H 2.934 0.547 4.157 -0.24 0.63 0.28 0.24
H 2.641 -0.241 2.716 -0.65 -0.29 -0.48 0.08
H 0.917 2.857 2.145 -0.45 0.02 -0.27 0.41
H 1.250 1.464 1.036 -0.17 -0.04 -0.09 0.08
H 2.716 4.201 1.159 0.33 0.01 0.10 0.39
H 1.505 3.740 -0.017 -0.09 -0.03 -0.25 0.38
H 4.743 4.251 -0.491 0.58 0.05 -0.18 0.44
H 3.500 4.453 -1.677 -0.81 -0.05 0.32 0.37
H 5.185 2.083 -1.813 0.19 -0.70 -0.57 0.19
H 5.597 3.546 -2.757 0.15 0.23 0.20 0.48
H 5.254 1.823 -4.428 0.18 0.43 0.26 0.42
H 3.912 2.567 -5.314 -0.21 0.03 0.21 0.27
H 3.709 1.065 -4.312 -0.23 0.00 -0.43 0.23
C -6.824 5.869 2.151 1.35 -0.12 0.61 -0.77
O -5.849 5.408 1.215 -0.32 1.10 0.19 -0.33
C -5.865 4.011 0.960 -0.22 1.55 0.23 -0.29
C -4.792 3.776 -0.072 -0.73 -0.99 0.41 -0.50
O -4.608 2.356 -0.084 0.25 1.44 0.27 -0.10
C -3.782 1.984 -1.132 -0.79 -2.29 -0.80 -0.50
C -3.933 0.427 -1.283 0.03 1.13 -0.91 -0.28
O -5.297 0.009 -1.287 -0.18 -0.41 1.16 -0.45
C -5.681 -0.838 -0.153 1.56 0.07 -1.33 -0.48
H -7.875 5.758 1.884 0.05 -0.36 -0.30 0.28
H -6.637 6.915 2.396 0.06 0.17 -0.67 0.27
H -6.579 5.399 3.104 -0.57 -0.50 0.24 0.32
H -6.875 3.845 0.586 0.04 -1.00 -0.04 0.28
H -5.625 3.466 1.873 -0.24 -0.29 0.08 0.25
H -3.877 4.308 0.189 0.12 0.01 0.11 0.31
H -5.157 4.143 -1.031 0.17 -0.09 -0.29 0.26
H -2.725 2.224 -1.017 0.20 0.19 0.27 0.28
H -4.133 2.407 -2.073 -0.07 0.34 -0.11 0.38
H -3.231 -0.049 -0.599 -0.53 -0.48 0.42 0.07
H -3.584 0.218 -2.294 0.33 -0.19 -0.06 0.32
H -6.755 -1.019 -0.105 0.02 0.89 0.10 0.30
H -5.163 -0.454 0.726 -0.69 0.00 0.32 0.08
H -5.276 -1.831 -0.349 0.26 -0.22 0.10 0.31
C 6.257 -6.038 0.859 -0.41 0.12 0.62 -1.29
C 5.415 -4.775 1.190 -0.60 -1.08 -0.49 0.23
O 5.760 -4.307 2.478 1.27 2.13 1.54 -0.28
C 5.494 -3.020 2.831 -2.19 -0.47 -1.68 0.34
O 4.897 -2.212 2.124 1.64 -1.44 1.63 -0.49
C 5.882 -2.757 4.327 0.22 -0.51 -1.59 0.88
F 4.944 -2.083 4.965 0.23 0.67 -0.14 -0.22
F 6.050 -3.890 4.995 0.50 -0.03 0.07 -0.23
F 7.049 -2.079 4.227 -0.50 -0.03 0.90 -0.24
H 5.832 -6.582 0.016 0.09 0.33 -0.21 0.38
H 6.242 -6.760 1.675 -0.41 0.17 0.29 0.34
H 7.328 -5.884 0.727 -0.15 0.55 -0.39 0.32
H 4.362 -5.003 1.355 -0.16 -0.54 -0.68 0.25
H 5.425 -4.006 0.418 0.47 0.10 0.18 0.00
C 4.717 -1.522 -1.162 -0.27 -0.38 1.00 -1.37
C 3.490 -1.152 -0.274 2.04 -2.07 -0.32 -0.10
O 2.563 -0.730 -1.185 -3.50 1.19 -1.34 -0.11
C 1.240 -0.966 -1.101 -0.51 -1.85 3.20 -0.02
O 0.579 -1.671 -0.287 2.95 2.54 -3.27 -0.63
C 0.572 -0.023 -2.097 -1.74 0.98 0.83 1.22
F -0.370 -0.582 -2.826 0.24 -1.31 -1.39 -0.25
F -0.206 0.821 -1.341 1.26 0.61 0.22 -0.30
F 1.434 0.655 -2.842 -0.56 -0.14 0.11 -0.14
H 5.448 -1.940 -0.471 0.41 0.29 -0.24 0.35
H 5.109 -0.703 -1.765 0.00 0.23 0.44 0.21
H 4.478 -2.311 -1.876 -0.34 -0.09 0.10 0.40
H 3.755 -0.391 0.460 -0.33 0.04 -0.03 0.19
H 3.087 -2.067 0.159 0.34 0.12 0.66 0.48
C 0.501 -0.196 -8.162 -1.00 -0.26 0.83 -1.02
C -0.285 -0.791 -6.961 0.10 -1.77 -2.42 -0.32
O -0.494 0.251 -6.099 0.42 2.19 2.20 -0.18
C -1.610 0.944 -6.114 -3.35 -2.27 -0.05 0.29
O -2.621 0.660 -6.754 2.33 0.94 0.66 -0.55
C -1.730 2.017 -4.991 -0.06 -0.18 -1.98 0.89
F -1.573 3.167 -5.653 -0.44 0.87 0.25 -0.28
F -3.040 1.958 -4.536 2.77 0.25 0.50 -0.23
F -0.701 1.973 -4.126 -1.76 -0.26 0.46 -0.16
H -0.142 0.589 -8.559 0.22 0.26 -0.01 0.29
H 0.692 -0.862 -9.003 0.29 -0.23 0.41 0.38
H 1.384 0.224 -7.679 0.25 0.07 -0.67 0.26
H 0.260 -1.577 -6.439 0.27 0.30 0.15 0.29
H -1.240 -1.245 -7.224 -0.06 0.16 -0.32 0.37


Entry 2:
40
Properties=species:S:1:pos:R:3:forces:R:3:mulliken_charge:R:1 method="wB97M-V/def2-TZVPD" total_energy_ev=-122433.62651 relative_energy_kj_mol=224.4 total_charge=-2 max_force_ev_per_a=7.10 e_lumo_ha=0.1514
Cu -1.453 -2.870 -1.718 -0.56 2.39 1.00 0.48
Cu -0.602 -0.086 -1.003 -2.16 -0.24 0.11 0.96
C -2.969 -0.003 -2.611 -1.51 0.60 3.49 0.42
O -2.956 0.553 -1.449 2.03 1.58 1.68 -0.76
O -3.946 0.164 -3.299 -2.83 0.51 -3.66 -0.81
O -2.055 -0.826 -2.868 4.17 -3.28 -0.97 -0.76
C -1.928 -2.446 1.366 -1.34 -0.13 1.71 0.47
O -1.077 -3.266 1.714 4.28 -3.44 1.03 -0.87
O -2.981 -2.306 1.967 -3.32 0.18 1.97 -0.80
O -1.678 -1.690 0.411 1.68 3.04 -6.19 -0.16
C 2.399 0.435 1.949 -1.43 -0.64 2.19 -0.51
C 1.312 -0.598 2.195 -0.52 -1.23 -2.01 -0.18
O 1.134 -1.428 1.009 2.28 1.38 0.03 -0.55
O 3.703 -0.122 1.980 0.05 0.37 -1.25 -0.56
H 2.346 0.975 2.895 0.01 0.77 -0.16 0.41
H 2.091 1.071 1.119 0.64 0.04 -0.33 0.15
H 0.345 -0.110 2.324 0.03 0.18 0.51 0.02
H 1.589 -1.222 3.044 -0.15 0.02 0.12 0.39
H 0.500 -2.141 1.117 -1.73 -0.85 0.94 0.14
H 3.852 -0.351 1.060 0.43 -0.46 0.00 0.35
C 2.386 -0.327 -1.966 -0.07 -0.86 -0.40 -0.34
C 1.673 -1.563 -2.519 1.45 0.10 -0.65 -0.60
O 0.693 -1.973 -1.661 -1.27 -0.40 0.48 -0.06
O 1.462 0.717 -1.860 0.03 0.61 -0.28 -0.40
H 3.244 -0.117 -2.605 0.04 0.33 -0.22 0.48
H 2.769 -0.533 -0.966 0.12 -0.37 0.19 -0.02
H 2.396 -2.377 -2.553 0.61 -0.06 -0.50 0.30
H 1.247 -1.423 -3.513 -0.01 0.32 0.06 0.38
H 1.133 -1.970 -0.808 -0.49 -0.16 1.24 0.23
H 1.917 1.537 -2.065 -0.39 0.24 0.14 0.22
C -1.943 2.057 1.689 -0.82 -0.26 -0.08 -0.08
C -0.968 3.004 0.906 -1.42 -0.94 0.53 -0.51
O -0.785 2.489 -0.391 0.71 0.29 -0.32 -0.45
O -3.217 1.801 1.047 1.62 1.89 1.11 -0.57
H -2.140 2.460 2.682 -0.14 0.33 0.09 0.44
H -1.548 1.058 1.872 0.76 -0.04 -0.22 -0.14
H -0.007 3.131 1.405 0.08 -0.19 0.11 0.30
H -1.431 3.982 0.767 -0.09 0.32 0.54 0.31
H -1.555 2.835 -0.848 -0.23 -0.78 -0.75 0.28
H -2.950 1.479 0.183 -0.57 -1.16 -1.29 0.39